(1)
This record from the Open Molecules 2025 dataset describes a molecular structure, BrH2O2P. The level of theory is the ωB97M-V functional and the def2-TZVPD basis.

ORCA input file:
```
! RIJCOSX wB97M-V def2-TZVPD def2/J DEFGRID3
* xyz 0 1
O 0.79 -1.73 0.40
O -0.24 0.65 -0.38
P 1.30 -0.82 -0.74
Br 2.94 0.27 0.21
H 1.01 -1.42 1.28
H -0.39 1.43 -0.90
*
```

The total energy is -83458.67269 eV. The value obtained for the HOMO energy is -9.9402 eV. The energy above the lowest of the compared OMol25 structures with the same formula, charge and spin is 1.7241 eV. The maximum force is 0.09088 hartree/bohr.



(2)
This record from the Open Molecules 2025 dataset describes a molecular structure, C4H26BO21. The level of theory is the ωB97M-V functional and the def2-TZVPD basis.

ORCA input file:
```
! RIJCOSX wB97M-V def2-TZVPD def2/J DEFGRID3
* xyz -1 1
O 1.02 -1.11 -3.52
C 0.49 -0.74 -2.43
O 1.18 -0.25 -1.48
B 0.35 -0.22 -0.33
O -1.00 -0.33 -0.89
C -0.89 -0.74 -2.00
O -1.83 -1.07 -2.72
O 0.52 1.06 0.45
C 0.85 0.74 1.66
O 0.72 1.50 2.60
C 0.98 -0.68 1.78
O 0.70 -1.23 0.70
O 1.44 -1.32 2.68
O -2.09 -1.06 1.93
H -1.30 -1.42 2.35
H -2.61 -1.68 1.44
O -4.54 -0.58 -3.85
H -3.75 -0.36 -3.41
H -4.26 -1.04 -4.49
O 2.78 -0.89 4.96
H 1.89 -1.00 5.43
H 2.39 -1.12 4.11
O -2.76 -3.64 -1.65
H -3.55 -3.96 -2.02
H -2.56 -2.68 -1.89
O 2.62 -3.11 -2.54
H 2.11 -3.39 -1.73
H 2.11 -2.18 -2.78
O 3.17 3.71 2.85
H 3.85 3.50 2.23
H 2.63 2.95 3.31
O -3.32 1.15 0.86
H -3.57 1.57 1.66
H -2.77 0.39 1.19
O 2.72 2.76 -2.02
H 1.98 2.36 -2.47
H 2.68 2.74 -1.13
O 1.52 -4.04 1.50
H 0.69 -4.45 1.31
H 1.40 -3.06 1.92
O -2.19 2.73 -1.35
H -2.33 2.02 -0.64
H -1.92 3.63 -0.94
O -0.32 1.47 5.29
H -0.34 1.47 4.30
H 0.23 1.93 5.75
O 0.27 4.19 1.01
H 0.01 3.26 0.90
H 1.26 4.15 0.67
O 0.92 -1.00 -6.19
H 1.14 -0.36 -5.40
H 1.28 -0.55 -6.99
*
```

The total energy is -48248.46644 eV. The value obtained for the HOMO energy is -8.2125 eV. The energy above the lowest of the compared OMol25 structures with the same formula, charge and spin is 5.6013 eV. The maximum force is 0.19452 hartree/bohr.



(3)
This record from the Open Molecules 2025 dataset describes a molecular structure, C12H16Cu2F3N2O3. The level of theory is the ωB97M-V functional and the def2-TZVPD basis.

ORCA input file:
```
! RIJCOSX wB97M-V def2-TZVPD def2/J DEFGRID3
* xyz 1 1
Cu -0.69 3.12 3.20
Cu -1.17 4.25 0.25
O -0.69 2.22 1.01
H -0.04 1.50 1.13
N -2.63 0.75 -0.17
C -3.97 1.03 -0.13
C -4.62 0.07 -0.94
C -3.63 -0.80 -1.46
C -2.42 -0.28 -0.98
H -1.89 1.31 0.22
H -4.46 1.87 0.34
H -5.65 -0.20 -1.16
H -3.79 -1.67 -2.08
H -1.43 -0.65 -1.22
N 0.95 1.71 -1.13
C 2.29 1.35 -0.97
C 2.92 1.09 -2.19
C 1.94 1.33 -3.13
C 0.76 1.73 -2.51
H 0.28 1.89 -0.40
H 2.66 1.40 0.05
H 3.94 0.77 -2.31
H 2.04 1.31 -4.20
H -0.24 1.90 -2.87
C 1.00 -2.27 3.67
C 1.06 -1.10 2.64
O 0.92 -1.42 1.26
C 2.00 -1.73 0.48
O 3.20 -1.74 0.79
C 1.62 -2.31 -0.88
F 0.34 -2.37 -1.23
F 2.28 -1.75 -1.80
F 2.10 -3.63 -0.92
H 1.84 -2.95 3.52
H 0.09 -2.87 3.64
H 1.17 -1.93 4.69
H 1.79 -0.34 2.94
H 0.12 -0.59 2.81
*
```

The total energy is -119245.95647 eV. The value obtained for the HOMO energy is -10.2871 eV. The energy above the lowest of the compared OMol25 structures with the same formula, charge and spin is 2.9250 eV. The maximum force is 0.08028 hartree/bohr.



(4)
This record from the Open Molecules 2025 dataset describes 4 unconnected molecules or ions with the total composition C33H55BrClFN7O. The level of theory is the ωB97M-V functional and the def2-TZVPD basis.

ORCA input file:
```
! RIJCOSX wB97M-V def2-TZVPD def2/J DEFGRID3
* xyz 1 1
C 1.26 4.76 -1.57
C 1.57 3.62 -2.59
C 0.46 2.52 -2.57
C 0.86 1.31 -1.71
F 2.03 0.89 -2.38
C 1.35 1.50 -0.25
C 2.80 1.91 0.00
C 3.15 2.09 1.51
N 2.72 3.40 2.04
C 0.70 0.31 0.60
C 1.61 -0.88 1.04
C 1.38 -1.31 2.53
C 2.10 -2.70 2.70
C 3.20 -2.69 3.80
C 1.03 -3.81 2.99
C -0.56 0.04 -0.28
Br -1.25 -1.69 0.41
C -1.79 0.99 -0.09
C -1.83 1.78 1.25
C -2.55 1.01 2.42
N -3.78 1.64 2.89
C -4.84 1.62 1.89
C -5.36 0.23 1.53
C -5.51 -0.10 0.17
C -5.96 -1.37 -0.19
C -6.26 -2.32 0.80
C -6.15 -1.98 2.15
C -5.70 -0.71 2.53
O -5.58 -0.37 3.87
N -0.09 0.05 -1.70
Cl 1.02 -1.27 -2.14
C -1.08 0.01 -2.87
C -1.99 -1.25 -2.90
C -1.56 -2.59 -3.52
N -3.18 -1.22 -2.45
H 2.13 5.04 -0.96
H 0.92 5.67 -2.09
H 0.45 4.48 -0.88
H 1.51 4.07 -3.60
H 2.58 3.23 -2.49
H -0.45 2.96 -2.11
H 0.24 2.25 -3.62
H 0.78 2.40 0.06
H 3.53 1.21 -0.46
H 3.02 2.89 -0.46
H 2.65 1.33 2.13
H 4.24 2.03 1.66
H 1.73 3.50 1.82
H 3.24 4.15 1.60
H 0.52 0.82 1.56
H 1.59 -1.75 0.38
H 2.65 -0.51 1.02
H 0.31 -1.37 2.77
H 1.95 -0.61 3.17
H 2.59 -3.01 1.76
H 3.07 -1.92 4.57
H 4.17 -2.61 3.29
H 3.21 -3.69 4.28
H 1.52 -4.66 3.49
H 0.58 -4.21 2.06
H 0.29 -3.38 3.68
H -1.89 1.75 -0.89
H -2.68 0.35 -0.09
H -2.50 2.65 1.06
H -0.88 2.23 1.56
H -1.88 0.92 3.30
H -2.80 -0.02 2.13
H -3.61 2.59 3.18
H -5.69 2.19 2.32
H -4.58 2.18 0.96
H -5.27 0.67 -0.58
H -6.04 -1.60 -1.26
H -6.58 -3.31 0.48
H -6.39 -2.73 2.91
H -6.31 0.22 4.09
H -0.46 0.01 -3.78
H -1.69 0.90 -2.94
H -2.42 -2.93 -4.11
H -1.31 -3.33 -2.74
H -0.73 -2.45 -4.23
H -3.41 -0.29 -2.09
C 6.26 0.37 -2.47
C 6.42 1.14 -1.23
N 6.56 1.74 -0.26
H 7.23 0.23 -2.94
H 5.83 -0.60 -2.25
H 5.61 0.91 -3.16
C 6.94 -4.63 3.44
C 5.94 -4.62 2.36
N 5.17 -4.63 1.51
H 7.94 -4.60 3.01
H 6.80 -3.76 4.08
H 6.83 -5.53 4.04
C -3.87 0.35 -6.74
C -3.09 0.44 -5.51
N -2.47 0.50 -4.54
H -4.07 -0.69 -6.99
H -4.82 0.87 -6.61
H -3.32 0.81 -7.56
*
```

The total energy is -132862.52572 eV. The value obtained for the HOMO energy is -10.7217 eV. The maximum force is 0.06987 hartree/bohr.



(5)
This record from the Open Molecules 2025 dataset describes a molecular structure, C25H14Cl9N3O3S2V. The level of theory is the ωB97M-V functional and the def2-TZVPD basis.

ORCA input file:
```
! RIJCOSX wB97M-V def2-TZVPD def2/J DEFGRID3
* xyz 0 2
V 1.18 0.11 -0.71
Cl 0.32 0.39 -5.15
C -0.67 1.36 -4.12
C -1.69 2.15 -4.68
C -2.49 2.90 -3.88
Cl -3.74 3.86 -4.60
C -2.32 2.93 -2.47
C -3.11 3.69 -1.58
C -2.84 3.63 -0.24
C -1.78 2.81 0.21
N -1.03 2.10 -0.58
C -1.29 2.14 -1.91
C -0.46 1.35 -2.76
O 0.48 0.60 -2.21
H -1.83 2.14 -5.75
H -3.90 4.31 -1.96
H -3.42 4.20 0.48
H -1.55 2.77 1.27
Cl -0.14 3.45 5.89
C 0.21 2.58 4.46
C 0.71 3.24 3.34
Cl 0.98 4.94 3.40
C 1.00 2.54 2.16
Cl 1.67 3.39 0.83
C 0.78 1.16 2.09
O 0.99 0.42 1.02
C 0.31 0.50 3.24
Cl 0.10 -1.20 3.20
C 0.02 1.20 4.41
Cl -0.57 0.37 5.79
Cl 3.49 -1.39 1.23
C 3.60 -2.88 0.35
C 4.44 -3.84 0.89
C 4.59 -5.06 0.26
C 3.89 -5.31 -0.91
C 3.05 -4.34 -1.43
Cl 2.21 -4.72 -2.90
C 2.87 -3.08 -0.82
S 1.76 -1.98 -1.63
H 4.97 -3.62 1.80
H 5.25 -5.82 0.67
H 3.98 -6.25 -1.44
C -2.90 -2.94 1.56
N -2.53 -1.91 0.60
C -3.50 -0.92 0.17
C -1.25 -1.77 0.24
O -0.85 -0.88 -0.50
H -3.98 -3.06 1.54
H -2.60 -2.68 2.57
H -2.46 -3.89 1.28
H -4.48 -1.39 0.12
H -3.22 -0.55 -0.81
H -3.54 -0.08 0.86
H -0.58 -2.55 0.62
S 5.19 2.36 -1.38
C 3.85 1.55 -1.15
N 2.84 0.95 -0.98
*
```

The total energy is -196828.23995 eV. The value obtained for the HOMO energy (alpha / beta) is -7.9782 / -7.9702 eV. The energy above the lowest of the compared OMol25 structures with the same formula, charge and spin is 0.2541 eV. Its expectation value of S² is 0.7672. The maximum force is 0.02033 hartree/bohr.



(6)
This record from the Open Molecules 2025 dataset describes 9 unconnected molecules or ions with the total composition C49H41Br3N8O16. The level of theory is the ωB97M-V functional and the def2-TZVPD basis.

ORCA input file:
```
! RIJCOSX wB97M-V def2-TZVPD def2/J DEFGRID3
* xyz 0 1
O -14.02 7.80 1.17
N -13.06 7.04 1.44
O -12.70 6.17 0.72
C -12.40 7.30 2.71
C -11.30 6.46 3.14
C -10.80 6.60 4.43
C -11.40 7.50 5.35
C -12.36 8.27 4.82
C -12.91 8.27 3.55
H -10.98 5.64 2.51
H -9.94 6.03 4.74
H -11.18 7.76 6.37
H -12.61 9.10 5.47
H -13.74 8.90 3.28
O -18.41 11.35 -0.80
N -17.80 10.34 -0.52
O -16.62 10.35 0.01
C -18.41 9.01 -0.79
C -19.60 9.05 -1.55
C -20.36 7.90 -1.56
C -20.00 6.84 -0.77
C -18.83 6.79 -0.04
C -18.00 7.87 -0.12
H -19.73 9.90 -2.20
H -21.20 7.70 -2.21
H -20.72 6.07 -0.53
H -18.65 5.85 0.46
H -17.26 7.99 0.65
O -4.00 18.97 1.28
N -5.13 18.56 1.49
O -5.75 18.85 2.43
C -5.77 17.66 0.44
C -5.12 17.50 -0.81
C -5.62 16.60 -1.73
C -6.77 15.85 -1.49
C -7.56 16.18 -0.38
C -7.06 17.10 0.58
H -4.27 18.08 -1.11
H -5.13 16.50 -2.69
H -7.07 15.09 -2.20
H -8.49 15.64 -0.21
H -7.71 17.24 1.44
O -4.40 15.82 3.71
N -4.44 14.63 4.00
O -3.57 13.77 3.72
C -5.74 14.21 4.73
C -6.79 15.06 5.01
C -7.94 14.52 5.58
C -7.95 13.11 5.95
C -6.84 12.37 5.69
C -5.76 12.91 5.08
H -6.91 16.08 4.67
H -8.81 15.16 5.66
H -8.79 12.70 6.49
H -6.84 11.30 5.83
H -4.90 12.26 4.99
O -13.98 16.14 3.14
N -13.88 15.45 4.13
O -13.34 15.83 5.14
C -14.52 14.08 4.04
C -15.48 13.75 3.05
C -15.91 12.40 2.86
C -15.51 11.50 3.89
C -14.67 11.86 4.97
C -14.18 13.15 5.01
H -15.87 14.41 2.29
H -16.61 12.10 2.09
H -16.08 10.59 3.99
H -14.39 11.14 5.72
H -13.52 13.44 5.81
O -9.81 15.02 1.77
N -10.21 13.98 2.26
O -9.74 13.56 3.36
C -11.35 13.29 1.67
C -11.39 11.91 1.57
C -12.51 11.27 1.04
C -13.55 12.08 0.49
C -13.53 13.44 0.49
C -12.42 14.02 1.17
H -10.64 11.26 1.97
H -12.58 10.20 1.16
H -14.33 11.53 -0.02
H -14.24 14.07 -0.02
H -12.37 15.09 1.03
O -12.06 23.19 -0.10
N -11.63 22.14 0.36
O -10.74 22.17 1.21
C -12.23 20.92 -0.15
C -13.28 20.99 -1.10
C -13.94 19.75 -1.42
C -13.35 18.58 -1.01
C -12.38 18.55 -0.08
C -11.78 19.70 0.32
H -13.70 21.89 -1.52
H -14.75 19.91 -2.12
H -13.75 17.68 -1.45
H -11.93 17.63 0.27
H -10.95 19.69 1.01
O -3.29 10.07 3.88
N -4.22 10.17 2.99
O -4.05 10.83 1.99
C -5.53 9.59 3.36
C -6.56 9.91 2.45
C -7.84 9.44 2.75
C -8.08 8.80 3.89
C -7.05 8.54 4.81
C -5.76 9.01 4.64
H -6.46 10.64 1.66
H -8.65 9.69 2.09
H -9.00 8.37 4.26
H -7.26 8.22 5.82
H -4.91 8.81 5.29
Br -12.10 11.38 -2.64
C -11.33 13.27 -2.34
Br -12.64 14.61 -2.93
Br -9.58 13.41 -3.31
H -11.17 13.40 -1.27
*
```

The total energy is -306259.47272 eV. The value obtained for the HOMO energy is -9.5979 eV. The energy above the lowest of the compared OMol25 structures with the same formula, charge and spin is 2.4567 eV. The maximum force is 0.08511 hartree/bohr.



(7)
This record from the Open Molecules 2025 dataset describes 4 unconnected molecules or ions with the total composition C32H74N2O13P3S2. The level of theory is the ωB97M-V functional and the def2-TZVPD basis.

ORCA input file:
```
! RIJCOSX wB97M-V def2-TZVPD def2/J DEFGRID3
* xyz 1 1
C 1.40 0.44 0.71
C 2.03 0.19 -0.72
C 2.45 1.50 -1.50
C 1.30 2.60 -1.55
C 0.03 1.99 -2.29
C -0.99 3.07 -2.81
C -1.94 3.66 -1.67
C -2.69 2.44 -1.03
O -3.19 1.48 -1.97
C -3.35 0.24 -1.25
N -4.14 -0.66 -2.14
C -3.41 -1.70 -2.49
C -3.71 -3.08 -1.77
C -2.24 -1.68 -3.53
C -4.16 0.32 0.11
S -3.28 -0.81 1.32
N -4.19 1.68 0.78
C -3.92 2.85 -0.10
S -5.44 3.19 -1.14
H 1.73 1.42 1.18
H 0.28 0.32 0.75
H 1.81 -0.37 1.39
H 2.98 -0.41 -0.56
H 1.32 -0.47 -1.29
H 2.75 1.19 -2.54
H 3.36 1.93 -0.98
H 1.70 3.48 -2.14
H 1.02 2.96 -0.51
H -0.42 1.18 -1.65
H 0.44 1.46 -3.21
H -0.37 3.95 -3.17
H -1.56 2.73 -3.72
H -2.73 4.29 -2.18
H -1.38 4.30 -0.94
H -1.95 1.92 -0.33
H -2.37 -0.31 -1.08
H -3.30 -3.95 -2.33
H -4.80 -3.18 -1.52
H -3.14 -3.02 -0.79
H -2.54 -2.28 -4.44
H -1.99 -0.62 -3.80
H -1.31 -2.17 -3.13
H -5.20 -0.10 0.05
H -1.94 -0.64 1.04
H -5.11 1.76 1.24
H -3.50 1.68 1.56
H -3.75 3.78 0.49
H -6.41 2.42 -0.50
O -3.51 -7.23 0.82
P -2.61 -7.15 2.06
O -1.67 -5.85 1.60
C -2.24 -4.56 1.66
C -2.24 -4.01 3.08
O -1.57 -8.36 1.63
C -2.02 -9.46 0.83
C -1.60 -9.27 -0.62
O -1.84 -7.13 3.57
C -2.16 -8.19 4.49
C -1.09 -9.26 4.47
H -3.26 -4.57 1.25
H -1.63 -3.91 1.02
H -2.92 -4.59 3.71
H -2.56 -2.97 3.09
H -1.25 -4.09 3.52
H -3.10 -9.59 0.92
H -1.55 -10.37 1.22
H -1.95 -8.32 -1.02
H -1.99 -10.07 -1.24
H -0.51 -9.26 -0.69
H -3.15 -8.60 4.28
H -2.20 -7.74 5.49
H -1.24 -9.95 3.64
H -1.13 -9.86 5.39
H -0.10 -8.83 4.37
O -3.23 4.13 4.58
P -2.33 4.25 5.82
O -1.44 5.56 5.36
C -2.04 6.85 5.41
C -2.06 7.40 6.82
O -1.26 3.05 5.40
C -1.69 1.96 4.61
C -1.28 2.16 3.16
O -1.58 4.29 7.34
C -1.88 3.23 8.26
C -0.78 2.18 8.25
H -3.05 6.81 4.99
H -1.44 7.51 4.77
H -2.72 6.81 7.46
H -2.40 8.43 6.83
H -1.06 7.35 7.27
H -2.77 1.80 4.70
H -1.21 1.06 5.00
H -1.65 3.11 2.77
H -1.65 1.35 2.53
H -0.19 2.19 3.08
H -2.85 2.78 8.05
H -1.93 3.68 9.26
H -0.91 1.48 7.42
H -0.81 1.58 9.17
H 0.20 2.63 8.14
O 5.47 0.79 -4.64
P 6.42 1.75 -5.35
O 5.25 2.84 -5.77
C 4.76 3.72 -4.77
C 5.72 4.88 -4.56
O 6.45 0.91 -6.78
C 6.36 -0.52 -6.79
C 4.96 -0.96 -7.13
O 7.50 2.83 -6.10
C 8.87 2.42 -6.24
C 9.14 1.90 -7.64
H 4.59 3.18 -3.83
H 3.80 4.10 -5.12
H 6.66 4.54 -4.13
H 5.28 5.63 -3.89
H 5.96 5.36 -5.51
H 6.70 -0.94 -5.84
H 7.05 -0.88 -7.56
H 4.22 -0.53 -6.45
H 4.87 -2.05 -7.08
H 4.69 -0.63 -8.13
H 9.13 1.68 -5.48
H 9.48 3.31 -6.07
H 8.82 0.86 -7.74
H 10.21 1.93 -7.87
H 8.59 2.48 -8.39
*
```

The total energy is -113507.17768 eV. The value obtained for the HOMO energy is -11.0476 eV. The maximum force is 0.18587 hartree/bohr.